# C28H36AsNO8S2SbTi

A structure of composition C28H36AsNO8S2SbTi (ωB97M-V/def2-TZVPD, the OMol25 dataset).

```
78
Properties=species:S:1:pos:R:3:forces:R:3
Ti 0.11137 -0.31379 0.24605 -0.05 -0.32 0.75
O -2.22707 2.86101 2.16568 -0.06 0.08 0.04
C -1.12198 2.33198 1.68302 0.07 -0.14 0.04
O -1.15264 1.34752 0.96394 0.01 0.24 -0.12
C 0.11137 3.06567 2.15513 -0.01 0.04 0.01
O 1.16128 2.93278 1.24772 0.06 0.02 0.00
C 2.38124 2.46129 1.78849 -0.13 0.03 -0.10
C 2.45243 0.94540 1.89740 0.19 0.07 0.13
O 3.38534 0.40047 2.41932 -0.16 -0.09 -0.04
O 1.39857 0.30832 1.40494 -0.06 -0.03 -0.21
H -2.99639 2.33767 1.88698 0.01 -0.03 -0.02
H 0.34659 2.66470 3.15003 -0.01 -0.02 -0.02
H -0.15711 4.11782 2.28441 -0.02 -0.02 0.02
H 2.58082 2.88816 2.77461 -0.01 -0.01 0.01
H 3.17670 2.78315 1.11882 0.00 -0.03 0.00
O -3.70109 -1.24142 -0.48364 0.07 -0.01 -0.06
C -2.63560 -1.18602 0.06770 0.02 -0.05 0.08
O -1.46056 -1.06537 -0.52008 -0.14 0.08 -0.06
C -2.50984 -1.24258 1.57260 0.15 0.04 -0.01
C -3.63318 -1.52875 2.36042 -0.08 -0.02 -0.07
C -3.48290 -1.54129 3.71405 -0.02 -0.01 0.07
C -2.21621 -1.28076 4.27872 0.03 0.01 -0.04
C -2.00560 -1.30203 5.67822 0.00 0.00 0.02
C -0.76523 -1.07433 6.19529 0.01 -0.01 0.00
C 0.32249 -0.82734 5.32993 -0.02 0.00 -0.02
C 0.15258 -0.79554 3.97395 0.04 -0.01 0.03
C -1.12753 -1.00943 3.41229 -0.06 0.00 0.02
N -1.31035 -0.98812 2.05263 0.07 0.00 -0.05
H -4.57306 -1.72363 1.86399 0.00 0.00 0.01
H -4.31947 -1.75559 4.36796 0.00 0.00 0.00
H -2.84729 -1.50985 6.32675 0.00 0.00 0.00
H -0.60713 -1.09611 7.26479 0.00 0.00 0.00
H 1.31063 -0.67321 5.74337 0.00 0.00 0.00
H 0.99983 -0.64299 3.32601 0.01 0.01 -0.04
C 0.40305 3.22475 -1.92861 0.01 -0.03 -0.01
As -0.27313 1.41404 -1.82795 0.04 -0.08 0.05
C -2.17723 1.78888 -1.91135 -0.02 -0.06 -0.01
C 0.08894 0.64375 -3.58954 0.01 0.07 -0.03
C -0.47819 1.45782 -4.71378 0.06 -0.01 0.02
C -1.74530 1.18258 -5.22145 0.00 0.01 -0.01
C -2.27715 1.95150 -6.24614 0.00 0.01 0.00
C -1.54782 3.00616 -6.77682 -0.01 -0.01 0.00
C -0.28089 3.28340 -6.28335 0.01 -0.01 0.02
C 0.25010 2.51333 -5.25881 -0.03 -0.01 -0.01
H -0.11271 3.73999 -2.73752 -0.02 0.01 0.01
H 1.47307 3.20818 -2.11314 -0.02 0.03 0.01
H 0.21312 3.72137 -0.97996 0.02 0.03 -0.01
H -2.40264 2.28108 -2.85605 0.01 0.01 0.00
H -2.44460 2.45441 -1.09141 0.00 -0.02 -0.01
H -2.74617 0.86373 -1.83626 -0.02 0.02 0.01
H -0.32508 -0.36356 -3.55785 -0.02 0.00 -0.03
H 1.17417 0.55930 -3.65324 -0.01 -0.01 -0.02
H -2.31484 0.35392 -4.81580 -0.01 0.00 0.00
H -3.26050 1.72264 -6.63540 0.00 0.00 0.00
H -1.96130 3.60308 -7.57851 0.00 0.00 0.00
H 0.29889 4.09508 -6.70267 0.00 0.00 0.00
H 1.24629 2.72244 -4.88539 0.01 0.01 0.00
C 5.24792 -0.72139 -2.23046 0.06 0.03 0.00
O 3.94934 -1.28069 -1.96648 0.02 -0.05 0.02
C 2.98751 -0.48318 -1.54433 -0.07 0.19 -0.18
S 3.14643 1.13637 -1.29972 0.06 -0.06 0.04
S 1.51342 -1.40412 -1.39549 0.15 -0.16 -0.15
H 5.85147 -1.55635 -2.56998 -0.02 -0.01 0.00
H 5.65890 -0.28808 -1.32056 -0.02 0.00 0.01
H 5.17764 0.04677 -2.99806 -0.02 -0.01 0.00
C -0.04925 -4.06222 2.81654 0.01 0.00 -0.04
Sb 0.71153 -3.12341 1.05235 -0.11 0.23 -0.10
C 2.72007 -3.80580 0.99927 -0.04 0.05 0.01
C -0.22029 -4.36523 -0.39573 0.04 0.01 0.00
H 0.23649 -5.11315 2.80836 0.01 0.00 -0.02
H -1.13714 -3.99104 2.80880 0.00 0.01 0.03
H 0.33929 -3.58471 3.71308 0.00 -0.01 0.00
H 2.75263 -4.84173 1.33156 0.00 0.00 0.01
H 3.33979 -3.18582 1.64384 0.00 0.00 0.01
H 3.07585 -3.73243 -0.02602 0.01 0.00 0.01
H -0.00464 -5.41102 -0.18407 0.01 0.00 0.02
H 0.15833 -4.10618 -1.38224 -0.01 -0.01 -0.01
H -1.29643 -4.20222 -0.37112 -0.01 0.00 0.00
```
Positions in Å, forces in eV/Å.

Results
Charge: +1
Calculated total energy, eV: -159650.6459
Multiplicity: 1
Relative energy (zero: lowest compared OMol25 entry of this formula, charge and spin), kcal/mol: 0.0
HOMO-LUMO gap, eV: 7.022

Now the Löwdin charges, all in e:
1 Ti 0.6516
2 O 0.1851
3 C -0.4217
4 O -0.0422
5 C -0.0871
6 O -0.1225
7 C -0.0989
8 C -0.5766
9 O 0.1322
10 O -0.2458
11 H 0.1561
12 H 0.1596
13 H 0.1551
14 H 0.1471
15 H 0.1246
16 O 0.1386
17 C -0.5399
18 O -0.2431
19 C -0.1849
20 C 0.0326
21 C 0.0291
22 C -0.1413
23 C -0.0125
24 C -0.0479
25 C -0.0394
26 C -0.0255
27 C -0.2088
28 N 0.0544
29 H 0.1309
30 H 0.1309
31 H 0.1231
32 H 0.1153
33 H 0.1190
34 H 0.0864
35 C -0.2572
36 As 1.1554
37 C -0.2311
38 C -0.3121
39 C -0.3140
40 C -0.0631
41 C -0.0730
42 C -0.0814
43 C -0.0729
44 C -0.0604
45 H 0.0388
46 H -0.0006
47 H 0.0240
48 H 0.0365
49 H 0.0307
50 H 0.0282
51 H 0.0726
52 H 0.0598
53 H 0.1178
54 H 0.1072
55 H 0.1055
56 H 0.1068
57 H 0.1144
58 C -0.0719
59 O -0.2067
60 C -1.1776
61 S 0.7531
62 S 0.6256
63 H 0.0986
64 H 0.0874
65 H 0.0833
66 C -0.2722
67 Sb 1.3607
68 C -0.2744
69 C -0.2789
70 H 0.0191
71 H 0.0117
72 H 0.0049
73 H 0.0179
74 H 0.0162
75 H 0.0022
76 H 0.0207
77 H 0.0015
78 H 0.0132